--- i ---
Density functional theory data (wB97M-V/def2-TZVPD) for a structure of composition C8H10O2.

Values from the calculation:
M: 138.2 g/mol
Orbital gap: 8.77 eV
HOMO: -8.17 eV

Structure (ORCA input):
```
! wB97M-V def2-TZVPD RIJCOSX def2/J DEFGRID3
* xyz 0 1
C 1.70642 2.39124 1.22418
C 0.77140 0.23244 0.25160
C -0.08632 0.45580 -0.84024
C -1.11664 -0.38643 -0.99167
C -1.63871 -0.48631 -2.37802
C -1.35722 -1.34027 -0.02664
C -0.57342 -1.48777 1.01692
C 0.82527 -0.87424 0.93191
H 1.58253 2.01455 2.26430
H 2.36777 3.20302 0.82930
H 0.66102 2.64767 1.09774
H 0.38492 1.22717 -1.46146
H -2.86537 0.00916 -2.59021
H -1.79368 -1.81670 -3.14814
H -0.62064 -0.21016 -3.01234
H -2.10890 -2.07126 -0.10888
H -0.81532 -2.14565 1.77793
H 1.29900 -1.54941 2.69978
O 1.79984 0.99855 0.37483
O 1.57808 -0.81139 2.08912
*
```

--- ii ---
Density functional theory data (wB97M-V/def2-TZVPD) for a cluster of 2 separate species, C8H10O2 in total.

Values from the calculation:
M: 138.2 g/mol
Orbital gap: 10.01 eV
HOMO: -9.21 eV

Structure (ORCA input):
```
! wB97M-V def2-TZVPD RIJCOSX def2/J DEFGRID3
* xyz 0 1
C 2.81462 -0.34203 1.00190
C 2.54439 -1.19224 -0.14472
C 1.76562 -0.70682 -1.20965
C 1.45237 0.74639 -1.30522
C 1.68802 1.43201 -0.05433
C 2.25188 0.90844 1.09692
H 3.38593 -0.82142 1.77480
H 2.92127 -2.17561 -0.15635
H 1.57144 -1.29889 -2.08382
H 1.22726 1.24360 -2.27531
H 1.51290 2.47922 -0.09372
H 2.75740 1.51829 1.99819
C -4.05199 -0.37005 0.76815
C -2.85167 0.20294 -0.05964
O -2.63504 1.24069 -0.58754
O -1.98966 -0.83477 -0.35455
H -5.04982 0.27361 0.41116
H -4.24143 -1.49064 0.31846
H -3.84677 -0.35856 1.93317
H -1.22672 -0.45413 -0.97787
*
```

--- iii ---
Density functional theory data (wB97M-V/def2-TZVPD) for an isolated molecule of C8H10O2.

Values from the calculation:
M: 138.2 g/mol
Orbital gap: 10.39 eV
HOMO: -9.89 eV

Structure (ORCA input):
```
! wB97M-V def2-TZVPD RIJCOSX def2/J DEFGRID3
* xyz 0 1
C 1.10539 -2.35926 0.81255
C 0.70334 -1.29854 0.40510
C -0.54288 -0.22054 0.07774
C -1.52020 -0.19464 1.24732
C -1.19332 -0.63956 -1.23447
C 0.31909 1.00218 -0.06306
C 0.10951 2.22768 0.43202
C 1.71862 0.60900 -0.44705
O 2.73396 1.01161 0.11586
O 1.74659 0.25213 -1.77649
H 1.49960 -3.25481 1.24033
H -1.96306 -1.18256 1.41079
H -2.32353 0.52438 1.04381
H -1.03177 0.11561 2.17591
H -2.28427 -0.52870 -1.17672
H -0.85118 -0.02516 -2.07196
H -0.99880 -1.67883 -1.51391
H 0.89501 2.97599 0.37245
H -0.82104 2.50201 0.91561
H 2.69892 0.16201 -1.96584
*
```

Tell me which of them is the least stable. Sure, it is i.